(1)
A 2-piece molecular cluster, C5H13NO2 overall in a non-equilibrium geometry. Source: OMol25; level of theory: wB97M-V/def2-TZVPD.

Properties
energy	-403.48419	Eh
HOMO level	-9.59	eV
orbital gap	10.4266	eV
net charge	0
relative energy (zero: lowest compared OMol25 entry of this formula, charge and spin)	242.7	kJ/mol
SMILES string	CCC(N)=O.CCO

Positions of all 21 atoms, in Å:
C1 1.3840 0.0017 -2.3483
C2 -0.0234 -0.4695 -2.5742
C3 -0.9462 -0.3895 -1.3100
N1 -1.6334 0.7811 -1.1248
O1 -1.0329 -1.3846 -0.6063
H1 1.9578 -0.2597 -3.2604
H2 1.8280 -0.1351 -1.4140
H3 1.4314 1.0942 -2.4884
H4 -0.5156 0.0490 -3.4831
H5 0.1446 -1.6611 -3.0311
H6 -1.6747 1.2153 -0.2114
H7 -1.5634 1.4752 -1.8805
C4 1.7586 0.6497 2.9150
C5 0.2721 0.2768 3.0089
O2 -0.3245 0.1298 1.7022
H8 1.8958 1.3424 3.7289
H9 2.0038 1.2126 1.9106
H10 2.4532 -0.1232 2.8804
H11 0.1368 -0.5095 3.6878
H12 -0.5705 1.0016 3.3392
H13 0.0958 -0.5472 1.1795

Atomic forces in eV per Å
C -0.178 2.553 -2.921
C -1.169 -2.924 -2.266
C 0.655 -1.754 -1.153
N 0.325 1.069 -0.808
O 0.114 1.103 0.171
H 0.246 -0.573 1.024
H 0.752 -1.089 1.291
H -0.287 0.096 0.404
H 0.834 -0.502 1.482
H -1.180 3.195 1.875
H -0.195 -0.628 0.173
H 0.181 -0.648 0.662
C -1.656 3.130 -1.958
C -1.718 2.208 -1.939
O 0.083 -0.355 0.391
H 0.857 0.176 0.330
H -0.873 -0.675 1.924
H 0.867 -1.749 0.579
H -0.204 -1.880 0.542
H 2.418 -0.110 0.403
H 0.129 -0.644 -0.208

=====

(2)
A 2-piece molecular cluster, Cl3H3Si2 overall in a non-equilibrium geometry. Source: OMol25; level of theory: wB97M-V/def2-TZVPD.

Properties
energy	-1961.42909	Eh
HOMO level	-9.85	eV
orbital gap	9.1893	eV
net charge	0
relative energy (zero: lowest compared OMol25 entry of this formula, charge and spin)	138.4	kJ/mol

Positions of all 8 atoms, in Å:
Si1 -0.9430 2.3683 0.6801
Si2 -3.1547 -1.5331 -0.0749
Cl1 -4.2641 -0.7054 -1.6467
Cl2 -3.9874 -0.1317 1.3984
Cl3 -0.9055 0.5451 -0.2429
H1 -2.1106 2.4267 1.4420
H2 0.4839 2.2124 1.2245
H3 -1.2044 3.4998 -0.4182

Atomic forces in eV per Å
Si 1.694 1.149 -2.073
Si -0.794 1.237 0.573
Cl 0.242 -0.317 -0.158
Cl 0.493 -0.831 -0.333
Cl -0.183 -0.859 -0.709
H -1.019 -0.019 1.434
H -1.138 0.851 0.089
H 0.704 -1.210 1.178

=====

(3)
A 12-piece molecular cluster, C12H48O12 overall in a non-equilibrium geometry. Source: OMol25; level of theory: wB97M-V/def2-TZVPD.

Properties
energy	-1388.43802	Eh
HOMO level (spin up / spin down)	-11.37 / -11.37	eV
orbital gap (spin up / spin down)	8.1236 / 1.7474	eV
expectation value of S²	0.75
net charge	+1
2S+1	2
relative energy (zero: lowest compared OMol25 entry of this formula, charge and spin)	161.5	kJ/mol

Positions of all 72 atoms, in Å:
O1 4.3111 0.7532 -1.2476
H1 5.0297 0.1905 -1.5361
H2 4.6638 1.2250 -0.4932
O2 -2.2289 -1.2218 3.1163
H3 -2.2178 -1.4136 4.0540
H4 -2.2626 -0.2664 3.0672
O3 -2.0243 1.4717 3.1999
H5 -2.9106 1.8305 3.1547
H6 -1.5098 2.1563 3.6276
O4 -2.6392 -2.9492 1.0244
H7 -2.5818 -2.3143 1.7384
H8 -3.4556 -2.7314 0.5747
O5 2.0154 2.5610 2.2038
H9 1.3205 2.0443 1.7959
H10 1.6148 3.4146 2.3682
O6 2.3712 0.0265 -2.9742
H11 1.9241 0.8480 -3.1776
H12 3.0804 0.2791 -2.3831
O7 1.9674 -5.2954 1.0438
H13 2.5367 -4.8029 0.4524
H14 1.0809 -5.1068 0.7360
O8 1.2404 -2.3569 -4.1463
H15 0.6086 -1.8433 -4.6497
H16 1.7421 -1.7059 -3.6557
C1 -3.0995 -1.6118 -4.3681
C2 -3.6284 -1.4977 -2.9726
C3 -4.2184 -0.1218 -2.5121
O9 -4.7410 -2.3086 -2.9643
H17 -2.1024 -1.1822 -4.2719
H18 -3.6229 -1.0502 -5.1419
H19 -3.0889 -2.6683 -4.6360
H20 -2.9738 -1.9969 -2.2583
H21 -4.7083 -0.2286 -1.5443
H22 -4.8458 0.2187 -3.3359
H23 -3.4249 0.6250 -2.4835
H24 -5.1457 -2.3416 -3.8343
C4 -2.2996 3.3345 -0.3219
C5 -3.4294 4.0533 -1.0451
C6 -3.6995 5.4115 -0.5799
O10 -3.1149 4.0489 -2.4180
H25 -2.6525 2.5415 0.3374
H26 -1.6267 3.9609 0.2637
H27 -1.6374 2.8835 -1.0610
H28 -4.3982 3.5811 -0.8823
H29 -4.4583 5.8309 -1.2404
H30 -2.8773 6.1265 -0.6101
H31 -4.2258 5.5003 0.3705
H32 -2.4453 4.7179 -2.5783
C7 -0.0882 0.1675 -0.9094
C8 0.0794 -0.2095 0.4884
C9 1.4250 -1.0283 0.7002
O11 0.0675 1.0386 1.1427
H33 -1.0980 0.5192 -1.1210
H34 -0.0145 -0.7379 -1.5118
H35 0.7077 0.8554 -1.1946
H36 -0.8161 -0.7623 0.7724
H37 1.4662 -2.0516 0.3269
H38 1.8341 -0.9679 1.7087
H39 2.2368 -0.6635 0.0709
H40 -0.4247 0.8991 1.9550
C10 4.9994 -1.0601 4.4463
C11 5.6159 -2.1350 3.5045
C12 4.8552 -2.0531 2.1516
O12 6.9549 -1.9000 3.3728
H41 5.0605 -0.0702 3.9941
H42 5.4156 -1.0383 5.4535
H43 3.9166 -1.1487 4.5352
H44 5.4722 -3.1126 3.9647
H45 3.7694 -2.0309 2.2445
H46 4.9515 -2.9021 1.4748
H47 5.1250 -1.1769 1.5621
H48 7.2765 -1.0505 3.0621

Atomic forces in eV per Å
O 0.110 -0.073 -0.027
H 0.314 -0.199 -0.112
H -0.117 0.252 0.287
O -0.109 -0.462 -0.184
H 0.020 -0.235 0.212
H 0.174 0.447 0.107
O -0.074 0.106 -0.095
H -0.321 0.163 -0.071
H 0.304 0.158 0.252
O 0.024 -0.384 -0.943
H 0.191 0.411 0.779
H -0.259 -0.121 0.041
O 0.572 0.408 0.440
H -0.297 -0.491 -0.465
H 0.091 0.277 0.047
O -0.493 -0.397 -0.594
H -0.052 0.149 -0.130
H 0.357 0.234 0.507
O 0.065 -0.072 0.184
H 0.208 0.078 -0.147
H -0.278 0.012 -0.034
O -0.461 -0.626 -0.089
H 0.051 0.119 -0.197
H 0.359 0.575 0.266
C 0.990 0.881 -0.286
C -0.366 -1.708 -0.908
C -0.128 0.924 -0.210
O -0.516 -0.380 1.742
H 0.324 -0.275 -0.520
H -0.218 0.155 0.180
H 0.473 0.109 -0.053
H 0.244 0.624 0.746
H -0.048 0.099 -0.291
H -0.486 -0.094 0.357
H 0.560 -0.329 0.216
H -0.665 0.042 -0.903
C 0.375 -0.545 0.382
C 0.702 -0.624 0.571
C -1.141 2.445 0.149
O -0.597 -0.281 -0.951
H 0.029 -0.052 0.085
H -0.280 0.346 0.115
H -0.174 -0.235 -0.008
H 0.132 -0.800 -0.523
H 0.001 0.111 -0.346
H 0.339 -0.227 0.161
H 0.501 -0.370 0.405
H 0.091 0.137 -0.028
C -0.170 -0.941 -2.123
C 1.108 -1.232 0.284
C -0.070 0.713 -0.355
O -0.135 0.151 1.198
H 0.055 0.646 0.188
H 0.404 -0.061 -0.336
H -0.338 0.094 -0.194
H 0.258 -0.409 0.461
H -0.993 -0.312 0.471
H -0.470 -0.158 0.139
H -0.106 0.968 -0.109
H -0.076 0.275 0.269
C -0.616 -0.114 -0.332
C -2.452 1.880 -0.101
C -0.385 -0.530 -0.281
O 2.444 -1.145 -0.016
H 0.586 0.155 -0.080
H 0.222 -0.099 -0.169
H -0.111 -0.538 0.153
H 0.278 -0.076 -0.156
H -0.061 0.276 0.588
H 0.755 -0.267 0.177
H 0.211 0.233 0.226
H -0.856 0.208 -0.015

=====

(4)
CH2N2O2S2 as an isolated structure in a non-equilibrium geometry. Source: OMol25; level of theory: wB97M-V/def2-TZVPD.

Properties
energy	-1095.58991	Eh
HOMO level	-10.00	eV
orbital gap	7.7739	eV
net charge	0
relative energy (zero: lowest compared OMol25 entry of this formula, charge and spin)	157.3	kJ/mol

Positions of all 9 atoms, in Å:
C1 -0.2041 2.3354 -0.4389
N1 0.7323 2.9594 -0.6811
N2 -0.2579 -1.7989 0.4925
O1 0.3764 -0.4720 -1.7338
O2 1.4407 -0.0747 0.4893
S1 -1.4925 1.3822 0.1502
S2 0.3356 -0.4545 -0.2913
H1 -1.2243 -1.9461 0.6873
H2 0.2939 -1.9308 1.3258

Atomic forces in eV per Å
C -0.792 -0.063 0.785
N 0.145 0.190 -0.352
N 1.010 0.336 -0.755
O -0.431 -0.560 1.872
O 1.145 0.455 0.491
S 2.200 -1.311 -0.829
S -2.654 0.594 -0.845
H -0.815 0.279 -0.537
H 0.191 0.080 0.169

=====

(5)
An isolated ion of composition C5H13N2O and charge +1 in a non-equilibrium geometry. Source: OMol25; level of theory: wB97M-V/def2-TZVPD.

Properties
energy	-382.77400	Eh
HOMO level	-13.36	eV
orbital gap	10.0793	eV
net charge	+1
relative energy (zero: lowest compared OMol25 entry of this formula, charge and spin)	230.1	kJ/mol
SMILES string	CN(CC=O)CC[NH3+]

Positions of all 21 atoms, in Å:
C1 1.9549 0.8344 -0.8353
N1 0.7047 0.2627 -0.2670
C2 -0.1442 -0.2327 -1.4123
C3 0.0783 -1.6914 -1.4249
O1 -0.5130 -2.5732 -0.8600
C4 -0.0853 1.1984 0.5601
C5 -0.6291 0.3729 1.7464
N2 -1.5907 -0.7442 1.3339
H1 2.3731 -0.0068 -1.3900
H2 2.6830 0.9473 -0.0254
H3 1.8318 1.7384 -1.4203
H4 0.2682 0.2429 -2.3125
H5 -1.1770 0.1105 -1.3301
H6 1.0234 -1.9677 -1.9654
H7 -0.9369 1.6309 0.0233
H8 0.5770 1.9336 1.0089
H9 -1.0758 1.0434 2.4891
H10 0.1126 -0.1879 2.3048
H11 -1.1516 -1.3130 0.5952
H12 -2.4510 -0.2900 1.0412
H13 -1.8525 -1.3085 2.1403

Atomic forces in eV per Å
C 0.168 -1.519 1.219
N -0.814 0.981 -0.972
C 0.455 1.538 0.292
C 1.839 -1.290 -1.079
O -0.935 0.627 0.689
C 0.275 -2.076 0.739
C 0.123 0.110 0.718
N 0.027 1.626 0.496
H 0.129 0.456 -0.519
H -0.244 0.471 -0.050
H -0.084 0.131 -0.191
H -0.371 -0.407 -0.129
H -0.093 -0.362 0.130
H -0.457 0.059 0.139
H 0.307 0.445 0.037
H -0.133 0.311 -0.156
H -0.574 -0.328 -0.266
H 0.677 0.303 -0.322
H -0.333 -0.470 -0.136
H -0.224 -0.327 -0.606
H 0.262 -0.276 -0.032

=====

(6)
A 2-piece molecular cluster, C9H9N4O2 overall in a non-equilibrium geometry. Source: OMol25; level of theory: wB97M-V/def2-TZVPD.

Properties
energy	-717.33188	Eh
HOMO level (spin up / spin down)	-9.68 / -12.08	eV
orbital gap (spin up / spin down)	6.2771 / 4.1265	eV
expectation value of S²	2.04
net charge	+1
2S+1	3
relative energy (zero: lowest compared OMol25 entry of this formula, charge and spin)	101.7	kJ/mol

Positions of all 24 atoms, in Å:
C1 -1.7560 1.5913 -0.1532
C2 -3.0853 1.0731 -0.2114
C3 -0.6468 0.7368 -0.2672
C4 -3.3045 -0.2732 -0.2432
C5 2.9570 -1.0442 0.9524
C6 3.1632 -1.1251 -0.4283
C7 2.6504 0.3001 1.2231
C8 -0.9176 -0.6597 -0.1045
C9 -2.2223 -1.1530 -0.1642
N1 0.0714 -1.5458 -0.0207
N2 1.0369 -2.1126 0.0652
N3 3.0285 0.1407 -0.8270
N4 2.6886 0.9941 0.1186
O1 -2.2002 -2.5145 -0.2336
O2 2.9858 0.4663 -2.1079
H1 -1.4885 2.6801 -0.1074
H2 -4.0514 1.5894 -0.2490
H3 0.3518 1.2827 -0.2430
H4 -4.2857 -0.5630 -0.3238
H5 3.0996 -1.8529 1.7091
H6 3.3918 -1.9785 -1.0451
H7 2.4393 0.6919 2.1200
H8 -3.0321 -2.7816 -0.5990
H9 2.4760 1.2474 -2.3537

Atomic forces in eV per Å
C 0.174 0.434 -0.724
C 0.503 1.089 0.217
C -0.460 1.380 1.251
C 2.766 -0.856 0.194
C 0.698 -2.341 2.025
C 0.699 0.772 -1.190
C 0.468 0.032 -2.965
C 0.497 1.333 -0.690
C -0.121 -0.115 -0.273
N -2.394 2.119 0.008
N 2.639 -2.263 0.148
N -0.368 -2.762 -1.475
N -0.524 1.845 2.059
O -0.364 0.515 0.258
O 1.029 -0.769 -1.163
H -0.817 -1.135 -0.145
H 0.988 0.819 0.122
H -1.312 -1.484 -0.050
H -2.049 -1.210 -0.151
H -0.161 0.860 -0.983
H 0.038 0.296 -0.209
H -0.771 1.636 2.987
H -0.835 -0.714 -0.192
H -0.323 0.519 0.943

=====

Question: Which value of energy does entry 2 give?
Answer: -1961.42909 Eh

=====

Question: Look up the net charge of the second one.
Answer: 0

=====

Question: Look up the energy of the third one.
Answer: -1388.43802 Eh